DFT (ωB97M-V/def2-TZVPD) results for a structure of composition C4H11NO2 at a distorted geometry.

Values from the calculation:
- relative energy (zero: lowest compared OMol25 entry of this formula, charge and spin) (eV) = 6.073
- highest occupied orbital energy (eV) = -8.0
- maximum force (eV/Å) = 1.6

ORCA input file:
```
! wB97M-V def2-TZVPD RIJCOSX def2/J DEFGRID3
* xyz 0 1
C -0.73 -1.26 0.27
C -0.13 0.70 1.16
C 1.25 -0.47 -1.72
C -0.61 1.88 0.31
N 1.49 -0.86 -0.34
O 0.44 -1.80 0.08
O -1.56 -1.94 1.06
H -1.04 -2.49 1.66
H 0.87 0.06 0.41
H -1.25 -0.73 -0.53
H 0.68 1.00 1.84
H -0.91 0.40 1.86
H 0.33 0.11 -1.91
H 1.28 -1.33 -2.40
H 2.10 0.18 -1.98
H 0.19 2.25 -0.33
H -1.44 1.59 -0.34
H -0.96 2.71 0.93
*
```

Mulliken atomic charge list, values in e, 4 entries: 0.069 -0.726 -0.661 -0.953

---

DFT (ωB97M-V/def2-TZVPD) results for an isolated molecule of C3H4Cl2S at a distorted geometry.

Values from the calculation:
- relative energy (zero: lowest compared OMol25 entry of this formula, charge and spin) (eV) = 2.890
- highest occupied orbital energy (alpha / beta) (eV) = -8.3 / -8.3
- maximum force (eV/Å) = 5.3

ORCA input file:
```
! wB97M-V def2-TZVPD RIJCOSX def2/J DEFGRID3
* xyz 0 1
C 0.38 0.21 -0.57
C 0.00 -0.10 0.85
C 2.57 0.01 0.09
S 1.68 -0.19 1.67
Cl 3.35 1.49 -0.35
Cl 3.42 -1.39 -0.45
H 0.22 -0.50 -1.43
H 0.50 1.19 -0.94
H -0.49 0.74 1.46
H -0.41 -1.00 0.91
*
```

Mulliken atomic charge list, values in e, 4 entries: -0.788 -0.317 0.178 -0.080

---

DFT (ωB97M-V/def2-TZVPD) results for an isolated molecule of C8H10BNS at a distorted geometry.

Values from the calculation:
- relative energy (zero: lowest compared OMol25 entry of this formula, charge and spin) (eV) = 1.791
- SMILES = CCB1Nc2ccccc2S1
- highest occupied orbital energy (eV) = -7.9
- maximum force (eV/Å) = 5.3

ORCA input file:
```
! wB97M-V def2-TZVPD RIJCOSX def2/J DEFGRID3
* xyz 0 1
C -3.82 0.59 0.42
C -2.90 -0.37 -0.42
B -1.39 -0.03 -0.36
N -0.10 -1.38 -0.26
C 1.13 -0.78 -0.26
C 2.39 -1.28 -0.05
C 3.53 -0.43 0.08
C 3.42 0.91 0.14
C 2.16 1.45 0.06
C 1.10 0.67 -0.26
S -0.47 1.49 -0.27
H -4.88 0.14 0.24
H -3.48 0.76 1.36
H -3.68 1.62 -0.01
H -3.02 -1.34 -0.08
H -2.98 -0.32 -1.55
H -0.19 -2.28 0.25
H 2.37 -2.40 0.08
H 4.53 -0.99 0.27
H 4.20 1.50 0.38
H 2.09 2.46 0.24
*
```

Mulliken atomic charge list, values in e, 4 entries: -1.015 -0.310 0.055 -0.400

---

Question: Which formula does entry 2 have?
Answer: C3H4Cl2S